1.
DFT (ωB97M-V/def2-TZVPD) results for 2 unconnected molecules or ions with the total composition C4H8O2.

The geometry in XYZ format:
```
14
Properties=species:S:1:pos:R:3:mulliken_charge:R:1
C 1.49 0.97 1.02 -0.684
C 1.68 -0.34 0.98 0.116
O 1.27 -1.11 -0.08 -0.449
H 1.82 1.53 1.88 0.232
H 0.99 1.50 0.20 0.222
H 2.17 -0.88 1.79 0.254
H 1.54 -2.03 0.08 0.325
C -1.88 -0.24 -0.35 -0.867
C -1.15 0.44 -1.47 0.157
O -0.70 1.56 -1.42 -0.484
H -2.91 -0.44 -0.66 0.365
H -1.88 0.40 0.55 0.266
H -1.40 -1.19 -0.13 0.230
H -1.04 -0.16 -2.39 0.318
```

The largest force on an atom is 0.53 eV/A. As for the gap between HOMO and LUMO: 0.35757 Ha. The calculation puts the LUMO energy at 0.67 eV. Its relative energy (zero: lowest compared OMol25 entry of this formula, charge and spin) is 187.09 kJ/mol. Its SMILES is C=CO.CC=O. The charge is 0.

---

2.
DFT (ωB97M-V/def2-TZVPD) results for a molecular structure, C40H38AsNOPSn.

The geometry in XYZ format:
```
83
Properties=species:S:1:pos:R:3:mulliken_charge:R:1
Sn 0.15 3.33 -1.10 0.816
C 4.46 2.54 0.35 -0.695
C 4.90 3.85 0.55 -0.531
C 3.98 4.88 0.55 -0.770
C 2.63 4.60 0.34 1.005
N 2.23 3.34 0.11 -0.054
C 3.12 2.34 0.12 0.038
C 1.55 5.62 0.38 0.585
C 1.79 6.91 0.86 -0.989
C 0.76 7.83 0.93 -0.658
C -0.52 7.47 0.54 -0.848
C -0.76 6.19 0.07 0.194
C 0.26 5.24 -0.02 -0.186
H 5.15 1.70 0.36 0.445
H 5.95 4.06 0.70 0.441
H 4.31 5.89 0.69 0.330
H 2.72 1.35 -0.07 0.133
H 2.78 7.20 1.19 0.276
H 0.96 8.83 1.30 0.394
H -1.33 8.18 0.61 0.405
H -1.77 5.93 -0.24 0.338
C -4.23 3.96 -1.44 -0.962
O -2.78 3.81 -1.37 -0.054
C -2.17 3.18 -0.42 0.205
C -2.94 2.55 0.66 -0.558
H -4.69 3.00 -1.64 0.378
H -4.40 4.64 -2.27 0.281
H -4.62 4.39 -0.52 0.407
H -4.01 2.72 0.68 0.590
H -2.49 2.87 1.61 0.264
H -2.73 1.47 0.61 -0.160
C 1.24 -1.03 -0.14 -1.475
C 0.97 -2.41 -0.72 -0.864
As 2.31 -3.69 -0.01 0.261
C 1.60 -3.62 1.82 -0.015
C 2.43 -3.18 2.85 -0.310
C 1.94 -3.07 4.14 -0.566
C 0.62 -3.39 4.42 -0.527
C -0.21 -3.84 3.40 -0.706
C 0.27 -3.95 2.11 0.020
C 1.44 -5.34 -0.57 0.194
C 1.82 -6.52 0.07 -0.441
C 1.26 -7.73 -0.29 -0.626
C 0.31 -7.79 -1.31 -0.428
C -0.07 -6.62 -1.96 -0.739
C 0.49 -5.40 -1.59 0.120
P -0.11 0.21 -0.39 0.205
C -1.48 -0.68 0.45 0.237
C -2.39 -1.54 -0.17 -0.312
C -3.34 -2.21 0.59 -0.762
C -3.39 -2.04 1.96 -0.502
C -2.48 -1.20 2.59 -0.939
C -1.53 -0.52 1.84 -0.539
C -0.50 0.12 -2.17 1.058
C 0.52 -0.07 -3.10 -0.894
C 0.27 0.06 -4.46 -0.747
C -1.00 0.38 -4.91 -0.625
C -2.02 0.59 -3.99 -0.892
C -1.77 0.46 -2.63 -0.097
H 2.18 -0.62 -0.52 0.703
H 1.34 -1.09 0.95 0.731
H 1.02 -2.41 -1.81 0.717
H -0.01 -2.77 -0.42 0.327
H 3.46 -2.94 2.63 0.369
H 2.60 -2.74 4.94 0.435
H 0.24 -3.31 5.43 0.420
H -1.24 -4.10 3.61 0.465
H -0.38 -4.31 1.32 0.384
H 2.56 -6.48 0.87 0.353
H 1.56 -8.64 0.22 0.383
H -0.12 -8.74 -1.59 0.380
H -0.80 -6.66 -2.75 0.385
H 0.18 -4.51 -2.11 0.310
H -2.34 -1.70 -1.24 0.538
H -4.04 -2.87 0.10 0.430
H -4.13 -2.57 2.55 0.430
H -2.50 -1.08 3.67 0.476
H -0.83 0.14 2.33 0.438
H 1.53 -0.30 -2.77 0.335
H 1.07 -0.10 -5.17 0.443
H -1.20 0.47 -5.97 0.428
H -3.02 0.84 -4.33 0.452
H -2.58 0.63 -1.92 0.520
```

The largest force on an atom is 0.31 eV/A. As for the gap between HOMO and LUMO: 0.27662 Ha. The calculation puts the LUMO energy at -2.77 eV. Its relative energy (zero: lowest compared OMol25 entry of this formula, charge and spin) is 53.82 kJ/mol. The charge is +1.

---

3.
DFT (ωB97M-V/def2-TZVPD) results for 2 unconnected molecules or ions with the total composition C5H15NOP.

The geometry in XYZ format:
```
23
Properties=species:S:1:pos:R:3:mulliken_charge:R:1
C -0.47 -2.42 -0.40 -1.487
C 1.98 1.72 -0.20 -0.814
C -2.56 0.79 -0.37 -0.720
C 0.63 -1.38 -0.23 0.173
C 0.11 0.06 0.01 -0.210
N 1.20 0.83 0.70 -0.170
O 1.34 -1.50 0.98 -0.674
P -1.36 0.44 0.92 -0.098
H -0.11 -3.40 -0.25 0.420
H -0.84 -2.28 -1.33 0.417
H -1.22 -2.18 0.38 0.339
H 2.56 1.23 -0.96 0.314
H 1.21 2.42 -0.64 0.364
H 2.74 2.34 0.32 0.321
H -3.29 -0.10 -0.47 0.265
H -1.97 1.11 -1.36 0.210
H -3.11 1.74 -0.02 0.361
H 1.40 -1.50 -0.96 0.364
H -0.19 0.78 -1.64 0.330
H 0.56 1.35 1.37 0.256
H 1.63 -0.10 1.15 0.531
H 0.77 -1.75 1.73 0.434
H -1.01 1.81 1.26 0.075
```

The largest force on an atom is 5.89 eV/A. As for the gap between HOMO and LUMO: 0.33813 Ha. The calculation puts the LUMO energy at -3.92 eV. Its relative energy (zero: lowest compared OMol25 entry of this formula, charge and spin) is 466.14 kJ/mol. The charge is +1.

---

4.
DFT (ωB97M-V/def2-TZVPD) results for 9 unconnected molecules or ions with the total composition C27H75FNO10PS2Si.

The geometry in XYZ format:
```
118
Properties=species:S:1:pos:R:3:mulliken_charge:R:1
C 0.05 0.62 -0.42 -0.952
S -0.72 0.15 -1.97 1.204
O 0.18 0.19 -3.08 -0.667
O -1.18 -1.22 -1.77 -0.676
Si -2.56 1.36 -2.31 0.410
F -2.58 1.73 -3.84 -0.205
C -3.97 0.26 -1.78 -0.413
C -5.36 0.95 -1.78 -0.428
N -6.28 0.19 -0.92 -0.593
P -2.55 3.25 -1.10 -0.057
S -0.89 4.27 -1.26 -0.356
H 0.10 1.71 -0.34 0.186
H -0.47 0.19 0.43 0.380
H 1.06 0.21 -0.47 0.332
H -3.71 -0.09 -0.78 0.458
H -3.97 -0.61 -2.44 0.070
H -5.74 0.87 -2.80 0.240
H -5.32 2.01 -1.51 0.327
H -5.81 -0.63 -0.57 0.261
H -6.53 0.76 -0.12 0.261
H -2.82 2.88 0.24 0.113
H -3.62 4.06 -1.55 0.125
C -3.23 -4.76 -4.99 -1.283
C -3.79 -3.36 -5.18 0.431
C -2.69 -2.35 -5.49 -1.210
O -4.49 -2.95 -4.00 -0.474
H -2.53 -4.78 -4.15 0.309
H -4.03 -5.46 -4.76 0.295
H -2.70 -5.10 -5.88 0.401
H -4.52 -3.37 -6.00 0.249
H -1.98 -2.30 -4.65 0.254
H -3.11 -1.35 -5.61 0.289
H -2.14 -2.62 -6.39 0.427
H -3.85 -2.94 -3.28 0.277
C 4.80 1.27 0.89 -1.044
C 3.44 1.34 1.54 0.743
C 3.54 1.78 2.99 -1.348
O 2.80 0.05 1.48 -0.527
H 5.45 0.55 1.39 0.284
H 4.71 0.94 -0.15 0.326
H 5.29 2.25 0.91 0.101
H 2.80 2.03 0.99 0.147
H 4.15 1.07 3.57 0.282
H 2.56 1.82 3.46 0.380
H 4.00 2.77 3.07 0.324
H 3.35 -0.57 1.96 0.334
C 5.85 4.94 -1.67 -1.348
C 4.54 4.88 -0.90 0.670
C 3.54 5.90 -1.41 -1.445
O 4.80 5.12 0.49 -0.500
H 6.32 5.92 -1.57 0.338
H 6.56 4.21 -1.28 0.310
H 5.69 4.74 -2.73 0.385
H 4.12 3.88 -0.97 0.199
H 3.94 6.92 -1.30 0.379
H 2.62 5.85 -0.84 0.333
H 3.31 5.73 -2.47 0.372
H 5.18 6.00 0.58 0.319
C -6.48 -1.56 3.88 -1.095
C -6.91 -0.23 3.29 0.224
C -8.43 -0.07 3.34 -1.365
O -6.47 -0.15 1.93 -0.482
H -6.91 -2.39 3.33 0.305
H -5.39 -1.67 3.83 0.305
H -6.79 -1.65 4.93 0.349
H -6.44 0.59 3.82 0.294
H -8.92 -0.86 2.77 0.330
H -8.72 0.88 2.90 0.361
H -8.79 -0.11 4.37 0.404
H -6.89 -0.87 1.44 0.361
C -4.88 -5.16 5.34 -1.226
C -5.76 -5.66 4.21 0.291
C -5.02 -6.67 3.35 -1.251
O -6.18 -4.56 3.40 -0.482
H -3.99 -4.66 4.95 0.319
H -5.42 -4.43 5.95 0.294
H -4.56 -5.98 5.99 0.407
H -6.66 -6.12 4.61 0.262
H -4.13 -6.22 2.89 0.327
H -5.66 -7.02 2.53 0.319
H -4.70 -7.54 3.93 0.381
H -5.40 -4.14 3.03 0.337
C 9.21 2.20 2.58 -1.437
C 7.84 2.24 3.24 0.836
C 7.94 2.70 4.69 -1.496
O 7.23 0.95 3.19 -0.490
H 9.86 1.49 3.10 0.363
H 9.12 1.86 1.55 0.326
H 9.68 3.18 2.59 0.366
H 7.19 2.92 2.69 0.137
H 8.55 2.00 5.27 0.357
H 6.95 2.72 5.15 0.356
H 8.38 3.69 4.76 0.380
H 7.79 0.33 3.67 0.308
C 13.15 4.51 -0.40 -1.362
C 12.27 3.31 -0.10 0.513
C 12.46 2.21 -1.13 -1.309
O 10.90 3.71 -0.06 -0.488
H 12.89 4.94 -1.38 0.348
H 13.00 5.30 0.34 0.328
H 14.21 4.24 -0.42 0.379
H 12.51 2.92 0.89 0.261
H 12.18 2.57 -2.13 0.337
H 11.82 1.36 -0.91 0.317
H 13.49 1.87 -1.17 0.379
H 10.67 4.06 -0.93 0.306
C -7.70 -3.29 -3.34 -0.877
C -8.63 -4.46 -3.03 0.321
C -8.52 -5.55 -4.09 -1.211
O -9.98 -3.99 -2.96 -0.557
H -7.96 -2.84 -4.30 0.317
H -7.80 -2.52 -2.58 0.283
H -6.66 -3.62 -3.38 0.151
H -8.39 -4.87 -2.05 0.287
H -8.81 -5.16 -5.07 0.323
H -9.20 -6.37 -3.86 0.327
H -7.51 -5.94 -4.15 0.311
H -10.21 -3.62 -3.82 0.347
```

The largest force on an atom is 2.20 eV/A. As for the gap between HOMO and LUMO: 0.33143 Ha. The calculation puts the LUMO energy at 0.18 eV. Its SMILES is CS(=O)(=O)[Si@@](F)(CCN)[PH2]=S.CC(C)O.CC(C)O.CC(C)O.CC(C)O.CC(C)O.CC(C)O.CC(C)O.CC(C)O. The charge is 0.

---

5.
DFT (ωB97M-V/def2-TZVPD) results for a molecular structure, CH3FIN.

The geometry in XYZ format:
```
7
Properties=species:S:1:pos:R:3:mulliken_charge:R:1
C -0.21 1.37 -0.45 -0.117
N 0.76 0.75 -0.94 -0.442
F 2.05 -2.91 -0.21 -0.377
I 2.55 0.62 0.04 0.124
H 2.20 -2.00 -0.37 0.311
H -0.26 1.90 0.50 0.234
H -1.11 1.38 -1.05 0.266
```

The largest force on an atom is 0.95 eV/A. As for the gap between HOMO and LUMO: 0.34862 Ha. The calculation puts the LUMO energy at -0.35 eV. Its relative energy (zero: lowest compared OMol25 entry of this formula, charge and spin) is 81.08 kJ/mol. The charge is 0.

---

6.
DFT (ωB97M-V/def2-TZVPD) results for a molecular structure, C5H10.

The geometry in XYZ format:
```
15
Properties=species:S:1:pos:R:3:mulliken_charge:R:1
C 1.98 -0.68 0.07 -1.117
C 1.33 0.74 -0.06 -0.174
C -0.05 0.79 0.04 -0.347
C -0.98 -0.23 -0.06 0.143
C -2.41 -0.06 0.01 -1.225
H 1.71 -1.21 -0.85 0.297
H 1.62 -1.36 1.17 0.234
H 3.05 -0.58 -0.05 0.374
H 1.71 1.09 -1.00 0.219
H 1.88 1.57 0.69 0.218
H -0.65 1.68 0.12 0.225
H -0.67 -1.28 -0.34 0.234
H -2.89 -0.69 0.92 0.239
H -2.65 0.86 0.22 0.429
H -2.97 -0.64 -0.89 0.251
```

The largest force on an atom is 7.74 eV/A. As for the gap between HOMO and LUMO: 0.35858 Ha. The calculation puts the LUMO energy at 1.15 eV. Its relative energy (zero: lowest compared OMol25 entry of this formula, charge and spin) is 289.18 kJ/mol. The charge is 0.

---

In eV, the E_HOMO values for the records above are, in order, -9.06 -10.30 -13.12 -8.84 -9.83 -8.60.